P:
A gas-phase ion, C4H9N4 (charge +1), computed with ωB97M-V/def2-TZVPD.

Geometry (Å):
H: -0.23 -0.39 1.48
H: 2.78 -0.62 -0.07
H: -0.57 1.97 -1.20
H: -1.35 1.68 0.36
N: 2.50 -0.19 -0.96
N: 1.21 -0.44 -1.43
H: 0.14 -2.04 -0.55
C: -1.05 -0.15 -0.85
N: 1.57 0.84 -0.93
H: -1.92 -0.54 -0.31
H: 1.13 1.77 1.07
C: 0.21 -0.96 -0.53
H: 1.39 -0.74 1.29
H: -1.26 -0.18 -1.91
C: -0.66 1.27 -0.37
N: 0.55 -0.36 0.82
C: 0.73 1.03 0.22

Multiplicity ... 1
LUMO energy ... -3.82 eV
Total charge ... +1
HOMO energy ... -0.53597 hartree
SMILES string ... C1C[C@H]2[NH2+][C@@H]1n1[nH]n12
Molecular weight ... 113.14 g/mol

Mulliken atomic charge list, values in e, 6 entries: atom 1 (H): 0.31, atom 2 (H): 0.25, atom 3 (H): 0.36, atom 4 (H): 0.33, atom 5 (N): -0.41, atom 6 (N): -0.05

=====

Q:
2 unconnected molecules or ions with the total composition C4H9N4, computed with ωB97M-V/def2-TZVPD.

Geometry (Å):
H: 1.92 1.99 0.73
C: 0.09 2.10 -0.99
N: -0.20 -1.01 -0.14
H: 0.62 2.69 1.75
H: -0.75 -4.17 -0.45
N: -1.12 -1.40 0.71
C: -0.76 -3.18 -0.33
H: 0.88 0.97 1.97
H: -0.71 2.17 -1.72
H: 0.74 3.04 -1.09
H: 0.60 -2.04 -1.82
C: -0.03 -2.10 -0.87
N: -0.03 1.56 0.29
H: -1.46 -0.96 1.50
N: -1.51 -2.66 0.60
C: 0.92 1.74 1.22
H: 0.80 1.26 -1.36

Multiplicity ... 1
LUMO energy ... -7.75 eV
Total charge ... +1
HOMO energy ... -0.49912 hartree
Molecular weight ... 113.14 g/mol

Mulliken atomic charge list, values in e, 6 entries: atom 1 (H): 0.37, atom 2 (C): -0.61, atom 3 (N): -0.20, atom 4 (H): 0.40, atom 5 (H): 0.49, atom 6 (N): 0.39

=====

R:
A gas-phase ion, C4H9N4 (charge +1), computed with ωB97M-V/def2-TZVPD.

Geometry (Å):
C: -1.62 -0.57 0.10
N: 0.70 -0.42 0.11
H: 0.02 2.29 0.25
H: 2.72 0.69 -0.86
C: -0.23 1.41 -0.25
N: -2.84 -1.15 0.20
H: 2.50 1.07 0.90
H: -0.20 1.37 -1.35
H: -0.45 -2.33 0.39
N: 1.90 -0.77 0.30
H: 3.83 0.01 0.58
C: 2.85 0.29 0.18
H: -3.24 -2.16 0.10
N: -1.43 0.85 0.15
H: -3.49 -0.38 0.10
C: -0.37 -1.21 0.24
H: -1.98 1.33 0.88

Multiplicity ... 1
LUMO energy (spin up / spin down) ... -4.76 / -4.76 eV
Total charge ... +1
HOMO energy (spin up / spin down) ... -0.46164 / -0.46156 hartree
SMILES string ... C=[NH+]/C(N)=C\N=N\C
Molecular weight ... 113.14 g/mol

Mulliken atomic charge list, values in e, 6 entries: atom 1 (C): 0.29, atom 2 (N): 0.55, atom 3 (H): 0.43, atom 4 (H): 0.28, atom 5 (C): -0.26, atom 6 (N): -0.42

=====

Among the structures shown above, R is the most stable, with the second-best lying 13.3 kcal/mol higher.